a:
Formula: C60H105N15
Source: the Open Molecules 2025 dataset
Level of theory: wB97M-V/def2-TZVPD

Atoms and positions in Å:
C 4.34 0.18 1.55
C 4.69 0.48 3.03
C 3.55 0.72 4.00
C 2.72 1.92 3.64
N 2.09 2.86 3.37
H 5.19 -0.11 0.94
H 3.97 1.12 1.13
H 3.60 -0.62 1.49
H 5.36 1.34 2.99
H 5.30 -0.35 3.40
H 3.89 1.00 5.00
H 2.97 -0.20 4.13
C 1.89 0.53 -4.85
C 2.13 1.90 -5.47
C 2.00 3.07 -4.50
C 2.72 2.96 -3.22
N 3.22 2.83 -2.23
H 0.96 0.60 -4.30
H 2.72 0.27 -4.19
H 1.82 -0.22 -5.64
H 1.45 1.99 -6.31
H 3.15 1.91 -5.85
H 0.95 3.16 -4.22
H 2.37 3.96 -5.01
C -1.05 -1.90 -4.60
C -2.49 -1.82 -5.07
C -2.62 -1.89 -6.60
C -1.68 -2.78 -7.30
N -0.91 -3.44 -7.87
H -0.52 -2.81 -4.86
H -1.05 -1.80 -3.51
H -0.54 -1.04 -5.04
H -2.92 -0.89 -4.69
H -3.04 -2.66 -4.66
H -2.23 -0.92 -6.90
H -3.67 -2.01 -6.86
C 2.66 -2.94 -6.69
C 4.00 -2.97 -5.89
C 4.07 -4.03 -4.74
C 3.02 -3.69 -3.77
N 2.19 -3.48 -3.00
H 1.81 -2.87 -6.01
H 2.53 -3.86 -7.25
H 2.63 -2.09 -7.38
H 4.11 -2.00 -5.42
H 4.77 -3.07 -6.66
H 5.02 -4.05 -4.21
H 3.85 -5.06 -5.01
C 8.12 2.72 -0.02
C 6.73 2.96 -0.58
C 6.68 4.20 -1.48
C 7.42 4.08 -2.74
N 8.01 4.05 -3.75
H 8.10 1.90 0.69
H 8.55 3.64 0.39
H 8.80 2.45 -0.82
H 6.02 3.10 0.24
H 6.34 2.14 -1.17
H 6.98 5.15 -1.05
H 5.64 4.34 -1.78
C -1.75 3.44 5.82
C -2.40 2.26 6.60
C -1.77 0.88 6.26
C -0.27 0.87 6.27
N 0.90 0.88 6.28
H -1.77 3.39 4.73
H -0.71 3.47 6.13
H -2.34 4.31 6.13
H -3.47 2.32 6.40
H -2.20 2.48 7.65
H -2.10 0.59 5.26
H -2.11 0.16 7.00
C -2.37 4.90 -4.32
C -3.56 3.98 -4.49
C -3.22 2.52 -4.17
C -2.07 2.04 -4.95
N -1.22 1.66 -5.63
H -1.71 4.98 -5.19
H -1.80 4.75 -3.40
H -2.79 5.90 -4.23
H -3.82 4.06 -5.54
H -4.36 4.27 -3.80
H -4.03 1.91 -4.58
H -3.11 2.30 -3.11
C 1.93 7.17 1.10
C 1.05 5.93 0.91
C 1.50 5.05 -0.25
C 1.28 5.60 -1.61
N 1.06 5.96 -2.71
H 2.88 6.91 1.57
H 1.37 7.84 1.75
H 2.10 7.74 0.19
H 0.07 6.29 0.59
H 1.09 5.28 1.79
H 0.94 4.11 -0.22
H 2.56 4.80 -0.18
C -2.05 -3.40 1.51
C -0.97 -4.03 0.63
C -1.01 -3.71 -0.87
C -2.28 -3.89 -1.52
N -3.30 -4.12 -2.03
H -2.23 -2.34 1.37
H -1.76 -3.34 2.56
H -3.07 -3.78 1.40
H -0.94 -5.11 0.77
H 0.01 -3.76 1.01
H -0.28 -4.26 -1.47
H -0.76 -2.66 -1.02
C 5.18 -4.94 0.55
C 4.41 -3.62 0.27
C 2.96 -3.73 0.74
C 2.89 -3.85 2.21
N 2.87 -3.89 3.38
H 6.13 -4.85 0.02
H 4.62 -5.82 0.24
H 5.43 -5.10 1.60
H 4.37 -3.45 -0.81
H 4.94 -2.75 0.64
H 2.46 -4.57 0.25
H 2.42 -2.87 0.35
C -5.64 -3.87 3.74
C -4.60 -2.93 4.40
C -5.00 -1.47 4.61
C -6.15 -1.29 5.43
N -7.10 -1.19 6.08
H -5.14 -4.80 3.49
H -6.09 -3.54 2.80
H -6.49 -4.08 4.38
H -3.68 -2.97 3.82
H -4.29 -3.37 5.34
H -5.20 -1.05 3.62
H -4.19 -0.85 5.00
C -5.52 -1.46 -0.36
C -6.40 -1.87 -1.61
C -5.88 -1.16 -2.92
C -5.90 0.28 -2.74
N -5.96 1.43 -2.61
H -4.45 -1.64 -0.49
H -5.78 -2.06 0.51
H -5.56 -0.40 -0.11
H -7.47 -1.69 -1.50
H -6.45 -2.96 -1.74
H -6.54 -1.44 -3.74
H -4.87 -1.43 -3.24
C 0.63 -2.38 8.19
C 0.59 -3.62 7.35
C 0.77 -3.45 5.85
C -0.30 -2.64 5.26
N -1.18 -2.01 4.84
H 0.63 -2.73 9.22
H -0.21 -1.74 7.95
H 1.54 -1.79 8.03
H -0.30 -4.19 7.64
H 1.34 -4.33 7.71
H 0.81 -4.45 5.42
H 1.68 -2.87 5.73
C 0.27 -0.50 1.11
C 0.64 0.73 0.24
C 0.29 0.55 -1.28
C -1.09 0.14 -1.52
N -2.20 -0.19 -1.70
H -0.80 -0.50 1.34
H 0.71 -0.44 2.10
H 0.56 -1.42 0.60
H 1.72 0.88 0.29
H 0.22 1.65 0.63
H 0.97 -0.22 -1.61
H 0.46 1.49 -1.82
C -3.55 1.03 2.41
C -4.21 2.32 2.09
C -4.27 2.59 0.59
C -3.00 2.96 -0.02
N -1.96 3.24 -0.46
H -3.69 0.67 3.43
H -2.49 1.18 2.18
H -3.85 0.22 1.75
H -3.74 3.14 2.64
H -5.24 2.27 2.44
H -4.91 3.45 0.40
H -4.67 1.68 0.14

Values from the calculation:
LUMO energy   0.23 eV
HOMO-LUMO gap   11.19 eV

***

b:
Formula: C60H105N15
Source: the Open Molecules 2025 dataset
Level of theory: wB97M-V/def2-TZVPD

Atoms and positions in Å:
C -3.92 -1.89 6.28
C -3.07 -1.18 5.27
C -1.75 -1.87 5.02
C -1.93 -3.21 4.51
N -2.06 -4.25 4.11
H -3.94 -2.96 6.11
H -4.93 -1.47 6.27
H -3.54 -1.72 7.29
H -2.90 -0.16 5.60
H -3.64 -1.13 4.33
H -1.14 -1.85 5.92
H -1.20 -1.31 4.25
C 0.53 1.21 3.81
C 1.90 0.73 3.44
C 2.42 1.28 2.11
C 2.81 2.66 2.14
N 3.17 3.70 2.19
H 0.11 0.61 4.62
H -0.14 1.12 2.94
H 0.52 2.26 4.10
H 1.90 -0.36 3.38
H 2.61 1.01 4.23
H 1.73 1.14 1.27
H 3.31 0.71 1.82
C 4.10 -0.81 -5.23
C 3.59 -0.30 -3.90
C 3.05 -1.38 -2.98
C 4.00 -2.41 -2.62
N 4.73 -3.25 -2.39
H 4.34 0.01 -5.90
H 3.46 -1.55 -5.71
H 5.06 -1.32 -5.06
H 2.74 0.36 -4.12
H 4.36 0.28 -3.40
H 2.22 -1.91 -3.46
H 2.67 -0.91 -2.08
C -4.27 3.38 1.11
C -4.11 1.95 1.58
C -2.97 1.78 2.55
C -3.04 2.66 3.71
N -3.09 3.34 4.62
H -4.99 3.47 0.31
H -3.31 3.79 0.74
H -4.54 4.02 1.95
H -4.03 1.24 0.76
H -5.04 1.70 2.10
H -2.01 1.87 2.06
H -2.97 0.76 2.96
C -1.79 6.23 3.80
C -0.35 6.32 4.18
C 0.54 5.91 3.04
C 0.02 4.76 2.33
N -0.37 3.82 1.76
H -2.16 5.20 3.83
H -1.92 6.52 2.75
H -2.44 6.85 4.42
H -0.17 5.65 5.02
H -0.14 7.34 4.47
H 1.55 5.60 3.33
H 0.64 6.71 2.30
C -1.78 -7.47 -0.47
C -1.08 -7.36 0.90
C -0.84 -5.94 1.32
C -0.10 -5.17 0.35
N 0.44 -4.50 -0.33
H -2.46 -6.64 -0.65
H -2.32 -8.42 -0.58
H -1.06 -7.47 -1.29
H -0.09 -7.84 0.80
H -1.58 -7.92 1.68
H -0.24 -5.93 2.24
H -1.78 -5.44 1.53
C -1.22 -5.55 -5.55
C -1.70 -5.34 -4.13
C -0.92 -4.31 -3.36
C -0.93 -3.00 -3.97
N -0.94 -1.95 -4.44
H -0.21 -5.96 -5.53
H -1.16 -4.59 -6.06
H -1.87 -6.24 -6.07
H -1.67 -6.27 -3.55
H -2.76 -5.04 -4.11
H 0.12 -4.58 -3.17
H -1.38 -4.18 -2.38
C -4.28 1.05 -4.57
C -3.47 2.11 -5.19
C -4.25 2.82 -6.21
C -3.51 3.93 -6.83
N -2.95 4.79 -7.32
H -4.76 0.42 -5.32
H -5.05 1.47 -3.93
H -3.64 0.44 -3.93
H -2.59 1.68 -5.67
H -3.13 2.81 -4.44
H -5.17 3.22 -5.79
H -4.50 2.12 -7.01
C 1.33 5.62 -1.89
C 1.47 6.37 -0.61
C 0.13 6.94 -0.12
C 0.26 7.91 0.99
N 0.37 8.66 1.82
H 0.86 6.22 -2.68
H 0.72 4.73 -1.73
H 2.29 5.30 -2.27
H 2.19 7.21 -0.72
H 1.97 5.78 0.17
H -0.53 6.11 0.15
H -0.37 7.51 -0.92
C 2.61 -1.79 0.57
C 3.81 -2.53 1.11
C 4.72 -1.70 1.98
C 5.14 -0.50 1.29
N 5.48 0.45 0.74
H 2.14 -2.37 -0.22
H 2.81 -0.78 0.20
H 1.90 -1.69 1.40
H 4.44 -2.96 0.32
H 3.48 -3.41 1.68
H 5.58 -2.26 2.33
H 4.19 -1.35 2.88
C 0.15 1.72 -5.19
C 0.33 0.60 -6.14
C 1.06 1.00 -7.41
C 2.26 1.75 -7.18
N 3.22 2.34 -7.02
H 1.08 2.08 -4.77
H -0.49 1.45 -4.34
H -0.34 2.56 -5.70
H -0.63 0.17 -6.41
H 0.87 -0.20 -5.61
H 0.39 1.59 -8.03
H 1.35 0.11 -7.97
C -0.68 1.40 -0.54
C -0.05 0.16 -1.03
C -0.73 -1.09 -0.61
C -0.96 -1.11 0.83
N -1.18 -1.13 1.96
H -1.67 1.60 -0.95
H -0.04 2.25 -0.81
H -0.72 1.45 0.55
H 0.99 0.14 -0.64
H 0.13 0.18 -2.11
H -0.18 -2.01 -0.85
H -1.73 -1.20 -1.06
C 1.51 -3.11 3.96
C 2.01 -4.57 4.14
C 3.05 -4.67 5.21
C 4.01 -3.58 5.16
N 4.75 -2.74 5.12
H 2.31 -2.42 3.67
H 1.03 -2.80 4.89
H 0.79 -3.00 3.15
H 2.39 -4.95 3.19
H 1.14 -5.18 4.42
H 3.59 -5.62 5.14
H 2.57 -4.67 6.19
C -5.99 -3.16 2.66
C -4.95 -4.04 2.01
C -3.83 -3.24 1.37
C -4.19 -2.23 0.38
N -4.34 -1.41 -0.35
H -6.50 -2.58 1.88
H -5.58 -2.43 3.36
H -6.74 -3.77 3.16
H -5.46 -4.58 1.20
H -4.47 -4.74 2.69
H -3.18 -3.92 0.77
H -3.12 -2.78 2.06
C 6.57 2.93 -0.48
C 5.73 4.08 -0.17
C 4.53 4.17 -1.09
C 3.67 2.98 -1.03
N 3.01 2.06 -0.97
H 6.80 2.89 -1.54
H 6.08 1.99 -0.19
H 7.50 2.93 0.09
H 6.32 5.00 -0.25
H 5.40 4.09 0.87
H 4.89 4.28 -2.12
H 3.88 4.99 -0.79

Values from the calculation:
LUMO energy   0.13 eV
HOMO-LUMO gap   10.71 eV

***

Stability verdict: b, ahead by 20.3 kJ/mol

***

a:
Formula: C4H3NOS
Source: the Open Molecules 2025 dataset
Level of theory: wB97M-V/def2-TZVPD

Atoms and positions in Å:
C 3.12 -1.01 0.18
C 0.91 0.59 0.98
C -2.41 0.57 -0.22
C -1.12 0.18 -0.45
N -0.05 0.56 0.34
O 2.73 -1.97 -0.32
S 3.85 0.17 0.83
H -3.25 0.13 -0.68
H -2.74 1.41 0.46
H -1.04 -0.62 -1.13

Values from the calculation:
LUMO energy   0.47 eV
HOMO-LUMO gap   10.23 eV

***

b:
Formula: C4H3NOS
Source: the Open Molecules 2025 dataset
Level of theory: wB97M-V/def2-TZVPD

Atoms and positions in Å:
C -1.97 0.16 0.49
C 0.25 -0.49 0.29
C 1.49 -0.34 -0.21
C 1.84 0.70 -1.10
H -2.03 -0.71 1.18
H -0.01 -1.32 0.97
H 2.26 -1.01 0.07
N 2.16 1.56 -1.83
O -0.76 0.36 -0.04
S -3.24 1.09 0.19

Values from the calculation:
LUMO energy   -0.47 eV
HOMO-LUMO gap   9.09 eV
SMILES   N#C/C=C\OC=S

***

c:
Formula: C4H3NOS
Source: the Open Molecules 2025 dataset
Level of theory: wB97M-V/def2-TZVPD

Atoms and positions in Å:
C -1.42 1.22 1.71
C 0.71 -0.77 0.01
C 1.09 -1.04 -1.52
C 1.25 -0.69 -2.83
H -1.63 1.75 0.80
H 1.28 -1.45 0.79
H 1.75 -0.53 -3.74
N -0.33 0.00 0.12
O -0.72 0.17 1.43
S -1.98 1.35 3.24

Values from the calculation:
LUMO energy   -0.65 eV
HOMO-LUMO gap   8.42 eV
SMILES   C#C/C=N/OC=S

***

d:
Formula: C4H3NOS
Source: the Open Molecules 2025 dataset
Level of theory: wB97M-V/def2-TZVPD

Atoms and positions in Å:
C -0.97 -1.58 -1.78
C 0.21 0.35 0.39
C 0.92 1.17 1.31
C 1.49 1.93 2.04
H -1.70 -2.18 -2.35
H 0.86 -0.13 -0.40
H 1.95 2.61 2.74
N -1.02 0.10 0.52
O 0.22 -1.43 -1.99
S -1.96 -0.85 -0.47

Values from the calculation:
LUMO energy   -0.10 eV
HOMO-LUMO gap   9.34 eV
SMILES   C#C/C=N/SC=O

***

Stability verdict: b, ahead by 28.8 kJ/mol

***

a:
Formula: C3H3I
Source: the Open Molecules 2025 dataset
Level of theory: wB97M-V/def2-TZVPD

Atoms and positions in Å:
C 0.30 0.34 0.04
C -2.00 1.29 0.39
C 1.17 -0.62 -0.06
I -3.11 -0.35 0.06
H 0.43 1.47 0.04
H 2.32 -0.41 -0.40
H 0.89 -1.73 -0.07

Values from the calculation:
LUMO energy (alpha / beta)   -1.47 / -1.44 eV
HOMO-LUMO gap (alpha / beta)   6.34 / 6.38 eV

***

b:
Formula: C3H3I
Source: the Open Molecules 2025 dataset
Level of theory: wB97M-V/def2-TZVPD

Atoms and positions in Å:
C -0.59 -0.29 -0.70
C 0.42 1.57 -1.30
C 0.32 -0.74 0.49
I -1.43 1.84 -0.43
H -0.40 -1.03 1.20
H 0.82 0.11 0.75
H 0.87 -1.46 -0.01

Values from the calculation:
LUMO energy (alpha / beta)   -1.25 / -1.25 eV
HOMO-LUMO gap (alpha / beta)   7.31 / 7.30 eV

***

Stability verdict: a, ahead by 102.4 kJ/mol

***

a:
Formula: C6H14N3
Source: the Open Molecules 2025 dataset
Level of theory: wB97M-V/def2-TZVPD

Atoms and positions in Å:
C -0.76 -0.23 -0.71
C -0.23 -1.10 0.38
C 1.61 0.51 0.14
C 0.04 0.44 0.42
C -2.30 -0.27 -0.81
C -0.48 1.43 1.40
N 2.03 -0.84 0.45
N 1.82 0.97 -1.15
N 1.06 -1.83 0.19
H -0.29 -0.46 -1.69
H -0.99 -1.55 1.06
H 2.21 1.06 0.83
H -2.63 -1.12 -1.23
H -2.63 0.65 -1.41
H -2.74 -0.37 0.17
H 0.25 1.57 2.21
H -1.51 1.16 1.88
H -0.75 2.31 0.79
H 2.92 -1.01 0.12
H 0.91 1.24 -1.60
H 2.53 1.73 -1.37
H 1.20 -2.61 0.96
H 1.15 -2.14 -0.77

Values from the calculation:
Charge   +1
LUMO energy   -3.23 eV
HOMO-LUMO gap   10.20 eV
SMILES   C[C@@H]1[C@H]2[NH2+]N[C@@H](N)[C@@]12C

***

b:
Formula: C6H14N3
Source: the Open Molecules 2025 dataset
Level of theory: wB97M-V/def2-TZVPD

Atoms and positions in Å:
C 1.74 0.66 0.52
C 1.30 -0.42 -0.43
C -0.64 0.53 0.50
C 1.92 -1.71 -0.90
C -1.80 1.30 -0.07
C -1.16 -0.38 1.62
N 0.48 1.29 1.03
N -0.01 -0.23 -0.51
N -0.60 -1.11 -1.30
H 2.20 0.29 1.40
H 2.44 1.35 0.11
H 1.22 -2.61 -0.66
H 2.99 -1.81 -0.58
H 1.80 -1.46 -1.93
H -1.35 2.14 -0.67
H -2.28 1.71 0.83
H -2.46 0.58 -0.56
H -0.74 -1.41 1.46
H -2.24 -0.53 1.41
H -0.92 -0.04 2.68
H 0.33 2.24 1.32
H -1.58 -0.94 -1.56
H -0.03 -1.21 -2.15

Values from the calculation:
Charge   +1
LUMO energy   -4.07 eV
HOMO-LUMO gap   8.81 eV
SMILES   CC1=[N+](N)C(C)(C)NC1

***

Stability verdict: b, ahead by 41.8 kJ/mol